# 1
This record from the OMol25 dataset describes 2 unconnected molecules or ions with the total composition C3H6N2O2 at a distorted geometry. The level of theory is ωB97M-V/def2-TZVPD.

Summary:
- relative energy (zero: lowest compared OMol25 entry of this formula, charge and spin) (kcal/mol) = 151.7
- Kohn-Sham gap (eV) = 9.208
- molecular weight (g mol⁻¹) = 102.09
- net charge = 0

Each atom is followed by the atoms it is bonded to, with distances in Å.
Positions of all 13 atoms, in Å:
1 C -0.50 0.24 0.47  N10 1.381, N11 1.229, O13 1.350
2 C 0.44 -0.24 -1.50  C3 1.553, H6 1.247, H7 1.143, N11 1.543
3 C 1.34 0.64 -0.60  C2 1.553, H8 1.169, H9 1.083, O13 1.463
4 H -1.52 -1.91 1.28  no bonds
5 H -0.76 0.57 2.49  N10 1.171
6 H 0.65 -1.45 -1.71  C2 1.247
7 H 0.01 0.35 -2.39  C2 1.143
8 H 1.65 1.69 -1.01  C3 1.169
9 H 2.33 0.23 -0.41  C3 1.083
10 N -1.35 0.18 1.55  C1 1.381, H5 1.171, O12 1.313
11 N -0.80 -0.31 -0.59  C1 1.229, C2 1.543
12 O -2.19 -0.81 1.70  N10 1.313
13 O 0.71 0.80 0.71  C1 1.350, C3 1.463


# 2
This record from the OMol25 dataset describes a single C3H6N2O2 molecule at a distorted geometry. The level of theory is ωB97M-V/def2-TZVPD.

Summary:
- relative energy (zero: lowest compared OMol25 entry of this formula, charge and spin) (kcal/mol) = 81.8
- SMILES string = N[C@H]1CON=C1O
- Kohn-Sham gap (eV) = 9.531
- molecular weight (g mol⁻¹) = 102.09
- net charge = 0

Each atom is followed by the atoms it is bonded to, with distances in Å.
Positions of all 13 atoms, in Å:
1 N 1.48 -0.66 -1.20  O3 1.418, C4 1.319
2 O -0.65 -1.42 -1.81  C4 1.339, H8 0.970
3 O 2.03 0.27 -0.28  N1 1.418, C6 1.416
4 C 0.16 -0.61 -1.12  N1 1.319, O2 1.339, C7 1.495
5 N -1.29 -0.26 0.88  C7 1.513, H9 1.032, H10 1.009
6 C 1.02 0.79 0.57  O3 1.416, C7 1.526, H11 1.093, H12 1.071
7 C -0.29 0.36 -0.07  C4 1.495, N5 1.513, C6 1.526, H13 1.083
8 H -1.56 -1.32 -1.48  O2 0.970
9 H -1.56 0.41 1.61  N5 1.032
10 H -0.88 -1.09 1.28  N5 1.009
11 H 1.17 0.42 1.59  C6 1.093
12 H 1.07 1.86 0.58  C6 1.071
13 H -0.71 1.24 -0.55  C7 1.083


# 3
This record from the OMol25 dataset describes a single C3H6N2O2 molecule at a distorted geometry. The level of theory is ωB97M-V/def2-TZVPD.

Summary:
- relative energy (zero: lowest compared OMol25 entry of this formula, charge and spin) (kcal/mol) = 70.2
- SMILES string = CC1=N[C@@H](O)ON1
- Kohn-Sham gap (eV) = 10.091
- molecular weight (g mol⁻¹) = 102.09
- net charge = 0

Each atom is followed by the atoms it is bonded to, with distances in Å.
Positions of all 13 atoms, in Å:
1 C 1.17 0.43 -0.98  O5 1.431, O6 1.458, N7 1.412, H10 1.105
2 C -1.80 -0.87 0.57  C4 1.476, H11 1.089, H12 1.084, H13 1.095
3 N 0.60 -0.44 1.02  C4 1.380, O5 1.418, H9 1.016
4 C -0.47 -0.40 0.14  C2 1.476, N3 1.380, N7 1.284
5 O 1.71 0.06 0.29  C1 1.431, N3 1.418
6 O 1.05 1.89 -1.05  C1 1.458, H8 0.961
7 N -0.14 -0.09 -1.06  C1 1.412, C4 1.284
8 H 1.91 2.30 -1.11  O6 0.961
9 H 0.53 0.02 1.92  N3 1.016
10 H 1.84 0.04 -1.77  C1 1.105
11 H -1.71 -1.84 1.05  C2 1.089
12 H -2.45 -0.94 -0.30  C2 1.084
13 H -2.24 -0.16 1.28  C2 1.095